Entry 1:
DFT (ωB97M-V with the def2-TZVPD basis set) results for a 2-piece molecular cluster, C7H9FSi overall.

Last column: Löwdin charge in e.
Positions of all 18 atoms, in Å:
1 C -2.339 -1.033 -0.776  -0.07
2 C -1.956 0.227 -1.171  -0.12
3 C -1.693 -1.486 0.396  -0.08
4 C -0.960 0.976 -0.590  -0.05
5 C -0.744 -0.752 1.044  -0.08
6 C -0.315 0.486 0.564  -0.40
7 C 0.762 1.202 1.125  -0.08
8 F 2.826 -1.185 -0.600  -0.31
9 Si 3.006 0.363 -0.261  0.67
10 H -3.084 -1.538 -1.287  0.08
11 H -2.371 0.348 -2.169  0.11
12 H -1.625 -2.482 0.795  0.10
13 H -0.754 1.939 -1.151  0.13
14 H -0.205 -1.185 1.958  0.14
15 H 0.988 2.335 1.100  0.08
16 H 0.996 0.745 2.145  0.06
17 H 3.204 0.873 -1.669  -0.08
18 H 4.263 0.168 0.548  -0.08

Output
E_HOMO   -7.9 eV
Charge   0
Orbital gap   0.270 Eh
Energy above the lowest of the compared OMol25 structures with the same formula, charge and spin   107.8 kJ/mol

---

Entry 2:
DFT (ωB97M-V with the def2-TZVPD basis set) results for an isolated molecule of C4H13N2.

Last column: Löwdin charge in e.
Positions of all 19 atoms, in Å:
1 C 0.045 -1.023 -1.122  -0.25
2 C 0.771 0.232 -0.771  -0.25
3 C 0.093 1.188 0.201  -0.24
4 C -0.239 0.588 1.532  -0.31
5 N 0.852 -0.111 2.219  0.01
6 N -1.234 -0.713 -1.912  0.01
7 H -0.168 -1.696 -0.301  0.10
8 H 0.571 -1.591 -1.900  0.09
9 H 1.681 -0.079 -0.242  0.11
10 H 1.037 0.771 -1.683  0.10
11 H -0.771 1.692 -0.246  0.09
12 H 0.808 2.019 0.293  0.11
13 H -0.711 1.363 2.158  0.11
14 H -1.046 -0.149 1.458  0.10
15 H 1.408 0.540 2.752  0.07
16 H 0.480 -0.839 2.785  0.05
17 H -2.084 -0.416 -1.397  0.04
18 H -1.049 0.058 -2.616  0.04
19 H -1.469 -1.482 -2.585  0.03

Output
E_HOMO (alpha / beta)   -3.6 / -9.7 eV
Multiplicity   2
Charge   0
Orbital gap (alpha / beta)   0.169 / 0.383 Eh
Energy above the lowest of the compared OMol25 structures with the same formula, charge and spin   142.3 kJ/mol

---

Entry 3:
DFT (ωB97M-V with the def2-TZVPD basis set) results for C26H28N2S2SiSn as an isolated structure.

Last column: Löwdin charge in e.
Positions of all 60 atoms, in Å:
1 C -1.748 -4.172 0.092  -0.16
2 C -2.221 -3.245 -0.905  -0.31
3 C -1.050 -2.586 -1.464  -0.30
4 H -3.228 -3.199 -1.303  0.12
5 C 0.098 -3.155 -0.828  -0.14
6 C -0.333 -4.083 0.138  -0.13
7 H 0.328 -4.703 0.741  0.13
8 H -2.344 -4.910 0.621  0.11
9 H -1.034 -1.920 -2.318  0.11
10 H 1.131 -3.017 -1.137  0.10
11 Sn -1.598 -1.580 0.673  1.36
12 C 1.174 2.467 -0.333  -0.08
13 H 1.913 1.871 -0.912  0.01
14 H 1.251 3.550 -0.435  0.04
15 H 1.299 2.210 0.735  0.01
16 Si -0.795 1.778 -1.064  1.04
17 C -1.910 3.171 -0.455  -0.36
18 C -3.311 3.195 -0.668  -0.09
19 H -3.826 2.425 -1.250  0.11
20 C -4.064 4.223 -0.077  -0.05
21 H -5.145 4.234 -0.188  0.12
22 C -3.461 5.219 0.694  -0.03
23 H -4.066 5.976 1.197  0.13
24 C -2.073 5.240 0.819  -0.04
25 H -1.583 6.022 1.393  0.12
26 C -1.308 4.232 0.242  -0.09
27 H -0.232 4.252 0.365  0.07
28 C -0.398 2.388 -2.819  -0.32
29 C -0.927 3.547 -3.428  -0.05
30 H -1.626 4.194 -2.892  0.11
31 C -0.565 3.892 -4.741  -0.03
32 H -0.982 4.793 -5.209  0.13
33 C 0.308 3.068 -5.464  -0.02
34 H 0.515 3.283 -6.512  0.13
35 C 0.950 2.000 -4.814  -0.04
36 H 1.696 1.410 -5.354  0.12
37 C 0.618 1.669 -3.496  -0.11
38 H 1.145 0.853 -2.991  0.09
39 H 3.724 1.831 2.229  0.06
40 H 3.436 1.475 1.613  0.01
41 C -1.665 -5.099 3.419  -0.09
42 C -0.433 -4.317 3.697  -0.62
43 N 0.036 -3.297 3.035  0.04
44 C 1.288 -2.905 3.522  -0.32
45 C 1.700 -3.631 4.641  -0.34
46 S 0.585 -4.870 5.041  1.09
47 C 2.195 -2.062 2.780  -0.33
48 C 3.462 -1.689 3.232  -0.34
49 S 4.467 -1.214 1.926  1.04
50 C 3.067 -1.373 0.844  -0.63
51 N 1.987 -1.809 1.430  0.07
52 C 3.216 -1.147 -0.615  -0.08
53 H -1.972 -5.550 4.376  0.08
54 H -2.463 -4.457 3.022  0.08
55 H -1.442 -5.897 2.687  0.09
56 H 2.654 -3.485 5.130  0.08
57 H 3.793 -1.789 4.262  0.08
58 H 3.465 -0.096 -0.822  0.07
59 H 4.026 -1.791 -0.991  0.10
60 H 2.276 -1.420 -1.110  0.05

Output
E_HOMO (alpha / beta)   -12.5 / -12.5 eV
Charge   +2
Orbital gap (alpha / beta)   0.111 / 0.110 Eh
Energy above the lowest of the compared OMol25 structures with the same formula, charge and spin   221.4 kJ/mol

---

Entry 4:
DFT (ωB97M-V with the def2-TZVPD basis set) results for C15H12Br2I2N3O4RhSe as an isolated structure.

Last column: Löwdin charge in e.
Positions of all 40 atoms, in Å:
1 Rh -1.159 1.217 1.158  0.50
2 Br 0.757 1.759 3.128  0.67
3 C 1.729 2.935 1.941  -0.94
4 Br 1.069 2.733 0.141  0.72
5 H 2.775 2.659 1.964  0.02
6 H 1.558 3.955 2.258  0.02
7 I -3.182 2.254 2.999  0.91
8 C -3.347 0.304 3.820  -1.07
9 I -2.391 -1.077 2.521  0.99
10 H -4.397 0.050 3.899  -0.02
11 H -2.844 0.287 4.778  -0.02
12 Se -3.116 -0.291 -1.935  1.27
13 N -3.568 1.043 -2.973  -0.20
14 C -3.248 2.172 -2.353  -0.36
15 C -3.362 3.505 -2.847  0.04
16 C -2.897 4.501 -2.047  -0.02
17 C -2.322 4.211 -0.771  -0.10
18 N -2.225 3.010 -0.262  0.00
19 C -2.687 2.003 -1.059  -0.49
20 N -2.540 0.766 -0.624  -0.30
21 H -3.784 3.699 -3.824  0.14
22 H -2.950 5.532 -2.365  0.12
23 H -1.942 5.025 -0.164  0.13
24 O -1.033 -1.785 -0.472  -0.08
25 C 0.050 -1.389 -0.048  -0.64
26 O 0.279 -0.348 0.648  -0.26
27 C 1.270 -2.255 -0.338  -0.04
28 C 1.155 -3.228 -1.391  0.07
29 C 2.169 -4.085 -1.732  0.07
30 C 3.321 -3.959 -0.965  -0.15
31 O 4.440 -4.643 -1.055  0.15
32 C 5.345 -4.149 -0.055  -0.01
33 O 4.630 -3.115 0.640  0.14
34 C 3.435 -3.006 0.091  -0.14
35 C 2.410 -2.132 0.420  0.11
36 H 0.209 -3.266 -1.914  0.14
37 H 2.087 -4.814 -2.524  0.15
38 H 6.221 -3.724 -0.538  0.17
39 H 5.593 -4.950 0.638  0.17
40 H 2.493 -1.403 1.213  0.14

Output
E_HOMO (alpha / beta)   -14.3 / -14.7 eV
Multiplicity   5
Charge   +2
Orbital gap (alpha / beta)   0.293 / 0.221 Eh

---

Entry 5:
DFT (ωB97M-V with the def2-TZVPD basis set) results for a 5-piece molecular cluster, C12H16NO15 overall.

Last column: Löwdin charge in e.
Positions of all 44 atoms, in Å:
1 N -2.021 36.246 35.391  -0.57
2 O -1.061 37.034 35.003  -0.11
3 O -2.738 35.633 34.534  -0.08
4 O -2.137 36.004 36.639  -0.10
5 C -2.086 32.040 39.164  -0.16
6 C -3.110 32.987 38.550  -0.15
7 O -3.756 33.398 39.699  0.00
8 C -3.210 32.941 40.879  -0.49
9 O -3.580 33.288 41.970  0.14
10 O -2.273 31.955 40.556  0.05
11 H -1.122 32.615 39.125  0.13
12 H -2.142 31.105 38.688  0.11
13 H -4.002 32.259 38.037  0.18
14 H -2.858 33.959 37.984  0.14
15 C -2.159 36.379 31.182  -0.14
16 C -1.290 36.352 29.796  -0.05
17 O -2.373 36.327 28.841  0.06
18 C -3.493 35.982 29.419  -0.51
19 O -4.595 36.039 28.789  0.07
20 O -3.394 36.125 30.758  0.08
21 H -2.220 37.302 31.640  0.12
22 H -1.804 35.696 31.849  0.08
23 H -0.730 35.409 29.649  0.11
24 H -0.447 37.171 29.761  0.16
25 C 0.023 36.809 40.358  -0.04
26 C -0.835 35.832 39.450  -0.19
27 O -0.689 34.627 39.984  0.00
28 C 0.299 34.656 40.991  -0.49
29 O 0.818 33.632 41.475  0.10
30 O 0.754 35.857 41.142  0.05
31 H -0.493 37.177 41.231  0.11
32 H 0.799 37.614 39.868  0.18
33 H -0.536 35.746 38.362  0.13
34 H -1.921 35.874 39.159  0.13
35 C 0.363 33.529 32.713  -0.13
36 C 0.589 34.261 34.049  -0.10
37 O 1.294 33.292 34.864  0.10
38 C 1.948 32.581 33.986  -0.62
39 O 2.865 31.754 34.243  0.07
40 O 1.427 32.681 32.827  0.08
41 H 0.407 34.299 31.958  0.12
42 H -0.622 32.953 32.843  0.17
43 H -0.422 34.410 34.566  0.14
44 H 1.150 35.212 33.974  0.14

Output
E_HOMO   -6.2 eV
Charge   -1
Orbital gap   0.310 Eh
Energy above the lowest of the compared OMol25 structures with the same formula, charge and spin   107.4 kJ/mol

---

Entry 6:
DFT (ωB97M-V with the def2-TZVPD basis set) results for an isolated molecule of C4H6N2O2.

Last column: Löwdin charge in e.
Positions of all 14 atoms, in Å:
1 C 1.980 0.018 0.711  -0.18
2 C 0.655 1.439 -0.989  -0.48
3 C -1.349 -1.163 0.091  -0.09
4 C 0.778 -0.141 -0.064  -0.24
5 N 2.854 0.144 1.448  0.16
6 N -0.385 -0.262 0.614  -0.14
7 O -0.452 1.938 -0.621  0.15
8 O 1.369 1.743 -1.863  0.15
9 H -2.335 -0.802 0.235  0.07
10 H -1.288 -1.270 -0.972  0.09
11 H -1.317 -2.167 0.696  0.13
12 H 0.869 -0.952 -0.740  0.14
13 H -0.797 1.239 -0.013  0.07
14 H -0.583 0.236 1.466  0.16

Output
E_HOMO   -9.2 eV
SMILES   CN[C@H](C#N)C(=O)O
Charge   0
Orbital gap   0.353 Eh
Energy above the lowest of the compared OMol25 structures with the same formula, charge and spin   232.8 kJ/mol